{"formula": "C4H6O2", "method": "ωB97M-V with the def2-TZVPD basis set", "multiplicity": 1, "molar_mass_g_mol": 86.09, "lumo_energy_ev": 0.48, "energy_ev": -8335.6169, "symbols": ["C", "O", "C", "C", "C", "O", "H", "H", "H", "H", "H", "H"], "xyz": [[-0.602, -1.892, -1.005], [0.089, -0.751, -0.499], [-0.013, -0.613, 0.798], [0.013, 0.860, 1.059], [0.899, 1.826, 0.387], [-0.433, 1.696, -0.018], [-1.450, -1.467, -1.547], [0.032, -2.468, -1.679], [-0.949, -2.475, -0.149], [-0.419, 1.119, 2.024], [1.651, 1.454, -0.310], [1.136, 2.751, 0.912]]}

{"formula": "C6H7NO2", "method": "ωB97M-V with the def2-TZVPD basis set", "multiplicity": 1, "molar_mass_g_mol": 125.13, "lumo_energy_ev": 0.45, "energy_ev": -11914.6357, "symbols": ["C", "C", "C", "C", "C", "C", "H", "H", "H", "H", "H", "H", "H", "N", "O", "O"], "xyz": [[-0.318, 2.037, -0.846], [0.591, 0.814, -0.414], [0.027, -1.353, -1.041], [-0.007, -1.309, 0.529], [-0.152, -1.739, 1.873], [0.041, 0.039, 0.711], [0.487, 2.940, -1.616], [-0.685, 2.575, 0.207], [-1.312, 1.576, -1.491], [1.710, 1.042, -0.334], [-1.020, -1.514, -1.383], [0.722, -1.941, -1.699], [-0.237, -2.808, 2.235], [-0.216, -0.706, 2.736], [0.246, -0.071, -1.540], [0.123, 0.417, 2.076]]}

{"formula": "C25H31OSi", "method": "ωB97M-V with the def2-TZVPD basis set", "multiplicity": 1, "total_charge": 1, "molar_mass_g_mol": 375.61, "lumo_energy_ev": -4.57, "energy_ev": -36345.3227, "symbols": ["C", "C", "Si", "C", "C", "C", "C", "H", "H", "H", "H", "H", "H", "H", "H", "H", "H", "H", "H", "H", "H", "H", "H", "C", "C", "C", "C", "O", "C", "C", "C", "C", "C", "C", "C", "C", "C", "C", "C", "C", "C", "C", "C", "H", "H", "H", "H", "H", "H", "H", "H", "H", "H", "H", "H", "H", "H", "H"], "xyz": [[-1.130, 3.062, -3.267], [-1.391, 1.543, -3.265], [-2.657, 0.995, -2.010], [-3.852, 2.295, -1.447], [-4.801, 1.859, -0.322], [-3.260, -0.746, -2.172], [-2.146, -1.731, -2.560], [-1.423, 0.885, -0.339], [-0.742, 3.347, -4.242], [-2.036, 3.639, -3.072], [-0.406, 3.307, -2.507], [-1.789, 1.184, -4.251], [-0.424, 0.999, -3.097], [-3.292, 3.195, -1.125], [-4.421, 2.579, -2.349], [-5.564, 2.632, -0.203], [-5.277, 0.895, -0.510], [-4.271, 1.759, 0.620], [-3.717, -1.064, -1.242], [-4.033, -0.730, -2.943], [-2.604, -2.726, -2.646], [-1.670, -1.489, -3.524], [-1.349, -1.778, -1.799], [7.194, -2.148, 1.510], [6.145, -2.624, 2.315], [4.892, -2.927, 1.730], [4.733, -2.644, 0.381], [3.482, -2.873, -0.198], [2.438, -1.973, -0.074], [2.413, -0.829, -0.910], [1.382, 0.067, -0.762], [0.403, -0.113, 0.234], [-0.617, 1.014, 0.424], [-1.197, 1.048, 1.881], [-2.395, 1.741, 2.012], [-3.119, 1.892, 3.197], [-2.513, 1.330, 4.399], [-1.328, 0.588, 4.302], [-0.652, 0.464, 3.061], [0.338, -1.331, 0.875], [1.328, -2.293, 0.723], [5.756, -2.223, -0.449], [7.013, -1.944, 0.138], [8.172, -1.920, 1.996], [6.273, -2.790, 3.395], [4.075, -3.311, 2.302], [3.207, -0.704, -1.675], [1.324, 0.935, -1.423], [-0.223, 2.042, 0.149], [-2.786, 2.245, 1.108], [-4.054, 2.390, 3.246], [-3.016, 1.470, 5.343], [-0.916, 0.083, 5.197], [0.251, -0.089, 3.027], [-0.496, -1.560, 1.559], [1.288, -3.261, 1.230], [5.609, -2.065, -1.496], [7.851, -1.595, -0.474]]}

{"formula": "C21H40AsBiClN2O3SeSi", "method": "ωB97M-V with the def2-TZVPD basis set", "multiplicity": 1, "total_charge": 1, "molar_mass_g_mol": 794.96, "lumo_energy_ev": -2.45, "energy_ev": -183972.0926, "symbols": ["Bi", "C", "C", "As", "C", "C", "C", "C", "H", "H", "H", "H", "H", "H", "H", "H", "H", "H", "H", "H", "H", "H", "H", "Cl", "C", "C", "C", "C", "C", "C", "C", "O", "O", "H", "H", "H", "H", "C", "N", "C", "C", "O", "N", "C", "C", "H", "H", "H", "H", "H", "H", "H", "H", "H", "H", "H", "H", "C", "Si", "C", "C", "Se", "H", "H", "H", "H", "H", "H", "H", "H", "H"], "xyz": [[-0.099, -0.709, 0.039], [1.130, 2.356, -2.704], [-0.192, 2.703, -2.020], [-0.277, 2.037, -0.201], [-1.900, 2.793, 0.564], [-2.424, 4.031, -0.158], [1.165, 2.962, 0.702], [1.002, 4.477, 0.727], [1.144, 2.770, -3.713], [1.261, 1.276, -2.782], [1.988, 2.765, -2.171], [-1.033, 2.259, -2.551], [-0.349, 3.779, -1.972], [-1.660, 2.989, 1.608], [-2.648, 2.001, 0.556], [-1.685, 4.829, -0.205], [-3.294, 4.419, 0.373], [-2.736, 3.802, -1.176], [2.081, 2.663, 0.197], [1.207, 2.543, 1.707], [0.940, 4.900, -0.276], [1.868, 4.925, 1.216], [0.116, 4.785, 1.282], [-3.591, -2.979, -7.545], [-2.717, -2.566, -6.112], [-2.275, -3.575, -5.272], [-1.579, -3.240, -4.123], [-1.337, -1.906, -3.815], [-1.786, -0.903, -4.670], [-2.474, -1.230, -5.826], [-0.637, -1.571, -2.550], [-0.615, -0.337, -2.150], [-0.120, -2.455, -1.840], [-2.476, -4.609, -5.518], [-1.216, -4.011, -3.456], [-1.586, 0.133, -4.426], [-2.823, -0.462, -6.504], [1.322, 0.863, 4.159], [0.018, 0.307, 4.487], [-0.432, 0.603, 5.847], [-0.842, 0.034, 3.469], [-0.633, 0.486, 2.318], [-1.925, -0.745, 3.726], [-1.917, -1.847, 4.685], [-3.005, -0.799, 2.753], [2.042, 0.533, 4.908], [1.296, 1.957, 4.161], [1.644, 0.514, 3.184], [-0.263, 1.662, 6.057], [0.126, 0.016, 6.578], [-1.489, 0.403, 5.962], [-0.958, -1.918, 5.184], [-2.091, -2.783, 4.153], [-2.704, -1.730, 5.433], [-3.012, 0.106, 2.154], [-3.955, -0.879, 3.281], [-2.908, -1.665, 2.093], [3.334, -2.232, -2.427], [3.375, -2.393, -0.591], [2.364, -3.803, 0.035], [5.077, -2.277, 0.109], [2.427, -0.414, 0.245], [3.938, -3.016, -2.897], [3.731, -1.262, -2.734], [2.307, -2.323, -2.791], [2.771, -4.759, -0.313], [1.343, -3.715, -0.341], [2.351, -3.816, 1.128], [5.725, -3.041, -0.332], [5.067, -2.413, 1.193], [5.506, -1.297, -0.113]]}

{"formula": "C20H34N2O", "method": "ωB97M-V with the def2-TZVPD basis set", "multiplicity": 1, "molar_mass_g_mol": 318.50, "smiles": "CC(C)(C)CN1CCN(CCCc2ccccc2)[C@H](CCO)C1", "lumo_energy_ev": 0.70, "energy_ev": -26304.2236, "symbols": ["C", "C", "C", "C", "C", "N", "C", "C", "N", "C", "C", "C", "C", "C", "C", "C", "C", "C", "C", "C", "C", "O", "C", "H", "H", "H", "H", "H", "H", "H", "H", "H", "H", "H", "H", "H", "H", "H", "H", "H", "H", "H", "H", "H", "H", "H", "H", "H", "H", "H", "H", "H", "H", "H", "H", "H", "H"], "xyz": [[-3.056, -0.387, -1.422], [-3.437, -0.227, -0.211], [-3.494, -1.417, 0.831], [-4.847, 0.477, -0.035], [-2.517, 1.142, 0.568], [-1.116, 0.897, 0.478], [-0.557, 0.035, 1.549], [0.850, 0.371, 1.965], [1.766, 0.557, 0.571], [3.166, 0.616, 0.864], [3.771, -0.939, 1.130], [3.776, -1.711, -0.022], [2.375, -2.022, -0.527], [1.785, -1.826, -1.834], [0.595, -2.223, -2.055], [-0.183, -3.196, -1.237], [0.343, -3.472, 0.021], [1.672, -2.745, 0.415], [1.053, 1.369, -0.199], [1.241, 2.813, 0.224], [1.291, 3.735, -0.875], [2.368, 3.850, -1.776], [-0.408, 0.939, -0.489], [-3.725, -1.033, -1.941], [-2.877, 0.606, -2.136], [-2.106, -0.951, -1.591], [-3.698, -1.233, 1.998], [-2.511, -1.826, 0.562], [-4.279, -1.979, 0.351], [-5.013, 1.622, -0.615], [-5.282, 0.870, 0.889], [-5.574, -0.386, -0.528], [-2.678, 2.064, 0.164], [-2.902, 1.182, 1.487], [-1.218, -0.081, 2.575], [-0.510, -0.908, 0.787], [1.275, -0.460, 2.380], [0.747, 1.357, 2.585], [3.243, 1.118, 1.758], [3.429, 1.103, -0.088], [4.836, -0.403, 1.383], [3.196, -1.290, 2.082], [4.060, -1.077, -0.697], [4.258, -2.594, 0.159], [2.454, -1.250, -2.228], [0.040, -1.869, -2.946], [-1.155, -3.390, -1.484], [-0.184, -4.017, 0.961], [2.073, -3.226, 1.162], [1.754, 1.303, -1.100], [2.028, 2.929, 0.935], [0.363, 3.113, 0.712], [1.095, 4.953, -0.566], [0.369, 3.758, -1.673], [2.963, 3.915, -1.028], [-0.762, 1.522, -1.246], [-0.146, -0.076, -0.996]]}